#A
4 unconnected molecules or ions with the total composition C2H14NO3. Source: the OMol25 dataset; level of theory: ωB97M-V/def2-TZVPD.

Geometry as XYZ:
```
20
Properties=species:S:1:pos:R:3
C 0.928 0.904 1.136
N 1.663 0.133 0.066
C 1.474 -1.327 -0.125
H 1.597 1.294 1.901
H 0.379 1.741 0.689
H 0.110 0.234 1.458
H 2.648 0.119 0.386
H 1.585 0.614 -0.879
H 1.750 -1.965 0.707
H 1.967 -1.517 -1.091
H 0.413 -1.523 -0.387
H -0.411 0.540 -1.975
H 0.500 0.839 -3.053
O 0.478 0.944 -2.087
H -1.847 -0.557 -0.143
H -2.706 -0.528 -1.443
O -1.864 -0.256 -1.067
H -2.973 0.896 1.936
H -3.097 -0.608 2.250
O -2.594 0.022 1.720
```

**Gap between HOMO and LUMO**: 12.4 eV
**LUMO energy**: -2.81 eV
**Charge**: +1

#B
4 unconnected molecules or ions with the total composition C2H14NO3. Source: the OMol25 dataset; level of theory: ωB97M-V/def2-TZVPD.

Geometry as XYZ:
```
20
Properties=species:S:1:pos:R:3
C 0.451 -0.590 1.390
N 0.722 -1.162 0.029
C 1.003 -2.623 0.066
H -0.376 0.101 1.360
H 0.084 -1.405 2.010
H 1.380 -0.259 1.812
H 1.522 -0.655 -0.353
H -0.058 -0.963 -0.591
H 1.821 -2.780 0.764
H 1.274 -3.012 -0.908
H 0.113 -3.126 0.440
H 2.247 1.880 -0.707
H 0.939 2.027 -1.399
O 1.396 1.428 -0.793
H -1.674 3.798 0.075
H -1.459 3.696 -1.447
O -1.038 3.518 -0.591
H -2.516 -1.639 0.807
H -2.965 -0.781 -0.306
O -2.146 -1.137 0.066
```

**Gap between HOMO and LUMO**: 11.7 eV
**LUMO energy**: -2.81 eV
**Charge**: +1

#C
4 unconnected molecules or ions with the total composition C2H14NO3. Source: the OMol25 dataset; level of theory: ωB97M-V/def2-TZVPD.

Geometry as XYZ:
```
20
Properties=species:S:1:pos:R:3
C -1.316 0.965 2.259
C -0.746 0.560 0.914
N 0.383 -0.452 1.034
H -1.946 1.824 2.347
H -1.822 0.133 2.709
H -0.602 1.038 2.947
H -1.454 0.275 0.098
H -0.295 1.437 0.345
H -0.030 -1.345 1.250
H 0.991 -0.147 1.713
H 0.922 -0.457 0.139
H 1.866 2.549 -3.243
H 1.531 2.000 -4.559
O 1.812 1.687 -3.708
H 2.279 0.601 -1.792
H 0.787 1.033 -2.084
O 1.349 0.714 -1.325
H -0.920 -4.557 0.825
H -1.832 -4.022 -0.146
O -0.954 -3.838 0.276
```

**Gap between HOMO and LUMO**: 12.2 eV
**LUMO energy**: -2.81 eV
**Charge**: +1

Most stable pick: #B. Distance to second place: 0.0088 hartree.

#A
A single C2H9N4P molecule. Source: the OMol25 dataset; level of theory: ωB97M-V/def2-TZVPD.

Geometry as XYZ:
```
16
Properties=species:S:1:pos:R:3
N 0.415 -2.578 -0.864
P 0.319 -1.147 -0.223
N 1.453 -0.784 0.960
N -1.080 -0.659 0.536
C -1.029 0.769 0.738
C -0.375 1.546 -0.475
N 0.227 0.560 -1.340
H 1.091 -2.469 -1.679
H 1.589 0.243 0.917
H 2.331 -1.227 0.753
H -1.490 -1.092 1.373
H -0.401 1.163 1.627
H -2.026 1.236 0.812
H -1.078 2.193 -1.097
H 0.422 2.088 0.014
H -0.369 0.158 -2.052
```

**SMILES string**: N=P1(N)NCCN1
**Gap between HOMO and LUMO**: 9.9 eV
**LUMO energy**: 0.87 eV

#B
2 unconnected molecules or ions with the total composition C2H9N4P. Source: the OMol25 dataset; level of theory: ωB97M-V/def2-TZVPD.

Geometry as XYZ:
```
16
Properties=species:S:1:pos:R:3
C -2.845 0.169 0.547
C 2.026 1.608 -0.257
N -2.334 0.365 -0.590
N 1.113 0.687 0.423
N -0.173 -1.371 1.115
N 0.952 -1.467 -1.331
P 0.246 -0.426 -0.168
H -3.824 0.642 0.713
H -2.307 -0.056 1.451
H 2.398 1.421 -1.210
H 2.965 1.560 0.284
H 1.786 2.613 -0.205
H -0.370 -0.675 1.763
H -1.197 -1.696 1.003
H 0.589 -2.426 -1.306
H 0.974 -0.949 -2.233
```

**Gap between HOMO and LUMO (alpha / beta)**: 8.3 / 7.1 eV
**LUMO energy (alpha / beta)**: -0.13 / -0.16 eV

Most stable pick: #A. Distance to second place: 0.1086 hartree.

#A
A molecular structure, C5H11NO3. Source: the OMol25 dataset; level of theory: ωB97M-V/def2-TZVPD.

Geometry as XYZ:
```
20
Properties=species:S:1:pos:R:3
C 0.074 0.828 2.351
N 0.668 -0.379 2.150
C -0.574 -1.076 1.676
O -0.772 -2.084 2.628
O -0.776 -1.259 0.466
H -1.531 -2.596 2.318
H 1.086 -0.818 2.960
H -1.310 0.016 2.170
H 0.351 1.424 3.221
H -0.245 1.358 1.459
C 0.775 -0.595 -2.595
C -0.112 1.638 -1.782
C 0.565 0.889 -2.652
O -0.770 1.238 -0.657
H -0.740 0.266 -0.523
H -0.211 2.708 -1.922
H 1.003 1.416 -3.491
H 0.377 -1.047 -1.686
H 0.301 -1.090 -3.449
H 1.841 -0.835 -2.642
```

**Gap between HOMO and LUMO**: 7.4 eV
**LUMO energy**: -0.80 eV

#B
A molecular structure, C5H11NO3. Source: the OMol25 dataset; level of theory: ωB97M-V/def2-TZVPD.

Geometry as XYZ:
```
20
Properties=species:S:1:pos:R:3
C -0.499 -0.977 -0.231
C 0.257 -0.500 -1.440
C 0.695 -1.746 -0.696
C -1.886 -1.546 -0.375
O -0.361 -0.242 0.976
H -0.706 0.851 0.875
H 0.879 0.378 -1.330
H -0.208 -0.610 -2.410
H 1.597 -1.676 -0.103
H 0.535 -2.711 -1.157
H -1.969 -2.121 -1.297
H -2.112 -2.204 0.465
H -2.629 -0.747 -0.404
C 1.097 2.430 1.087
N 1.628 1.249 1.291
O -0.416 2.196 0.926
O 1.488 3.529 0.814
H -0.780 2.913 0.391
H 0.761 0.256 1.187
H 2.628 1.278 1.431
```

**Gap between HOMO and LUMO**: 10.6 eV
**LUMO energy**: 0.64 eV

#C
A single C5H11NO3 molecule. Source: the OMol25 dataset; level of theory: ωB97M-V/def2-TZVPD.

Geometry as XYZ:
```
20
Properties=species:S:1:pos:R:3
C -2.134 -0.071 -1.033
O -0.930 -0.694 -0.613
C 0.277 -0.151 -1.117
C 0.988 0.736 -0.097
N 0.328 2.033 0.115
C 1.191 0.108 1.303
C 0.720 -1.302 1.573
O 0.146 -1.603 2.586
O 1.071 -2.244 0.646
H -2.834 -0.092 -0.194
H -2.569 -0.628 -1.870
H -1.971 0.971 -1.316
H 0.107 0.434 -2.032
H 0.929 -0.983 -1.392
H 1.967 0.961 -0.539
H -0.474 1.929 0.724
H 0.019 2.426 -0.766
H 0.666 0.712 2.047
H 2.249 0.154 1.586
H 0.252 -2.695 0.388
```

**SMILES string**: COC[C@@H](N)CC(=O)O
**Gap between HOMO and LUMO**: 10.1 eV
**LUMO energy**: 0.74 eV

Most stable pick: #C. Distance to second place: 0.0253 hartree.

#A
A molecular structure, C5H11NO3. Source: the OMol25 dataset; level of theory: ωB97M-V/def2-TZVPD.

Geometry as XYZ:
```
20
Properties=species:S:1:pos:R:3
C 1.593 0.963 -0.406
C -0.057 -0.803 0.187
C 0.003 0.811 0.354
C -2.609 -0.824 0.657
C -1.506 -0.271 -0.226
N 0.419 -1.680 -0.796
O 2.595 0.277 0.288
O 1.874 2.328 -0.353
O -1.739 -0.043 -1.437
H 3.440 0.560 -0.102
H 1.804 2.601 0.576
H 1.540 0.681 -1.459
H 0.012 -1.202 1.197
H 1.421 -1.849 -0.753
H 0.052 -1.418 -1.718
H 0.305 1.036 1.381
H -0.457 1.731 -0.006
H -3.286 -1.434 0.054
H -2.240 -1.469 1.459
H -3.163 0.005 1.104
```

**Gap between HOMO and LUMO**: 8.7 eV
**LUMO energy**: 0.62 eV

#B
2 unconnected molecules or ions with the total composition C5H11NO3. Source: the OMol25 dataset; level of theory: ωB97M-V/def2-TZVPD.

Geometry as XYZ:
```
20
Properties=species:S:1:pos:R:3
C -0.750 -2.003 0.376
C -0.757 -0.661 -0.310
N -1.127 -0.646 -1.631
C -0.474 0.520 0.362
C -0.445 0.627 1.860
O -0.806 1.722 -0.254
H -0.154 -2.003 1.291
H -1.779 -2.282 0.629
H -0.349 -2.778 -0.284
H -1.579 0.216 -1.928
H -1.537 -1.505 -1.986
H 0.356 0.001 2.265
H -1.395 0.325 2.307
H -0.242 1.658 2.166
H -0.364 1.711 -1.131
O 1.486 1.630 -1.631
C 1.883 0.823 -0.795
O 3.024 1.035 -0.088
H 1.666 -0.296 -0.817
H 3.344 1.904 -0.400
```

**SMILES string**: C/C(N)=C(\C)O.O=CO
**Gap between HOMO and LUMO**: 8.2 eV
**LUMO energy**: 0.85 eV

Most stable pick: #B. Distance to second place: 0.1023 hartree.

#A
A single C5H11NO3 molecule. Source: the OMol25 dataset; level of theory: ωB97M-V/def2-TZVPD.

Geometry as XYZ:
```
20
Properties=species:S:1:pos:R:3
C -1.439 1.062 0.613
C -0.391 0.008 0.954
C 1.048 0.621 1.093
N 1.426 1.441 0.087
O 1.670 0.482 2.122
C -0.306 -1.182 -0.010
O 1.054 -1.710 0.059
C -0.541 -0.905 -1.503
O 0.462 -0.113 -2.084
H -1.405 1.848 1.366
H -1.276 1.509 -0.359
H -2.436 0.611 0.627
H -0.608 -0.388 1.948
H 0.966 1.384 -0.810
H 2.284 1.961 0.202
H -1.027 -1.958 0.303
H 1.302 -1.846 0.979
H -0.592 -1.875 -2.014
H -1.486 -0.377 -1.653
H 1.295 -0.572 -1.920
```

**SMILES string**: C[C@H](C(N)=O)[C@H](O)CO
**Gap between HOMO and LUMO**: 10.4 eV
**LUMO energy**: 0.79 eV

#B
2 unconnected molecules or ions with the total composition C5H11NO3. Source: the OMol25 dataset; level of theory: ωB97M-V/def2-TZVPD.

Geometry as XYZ:
```
20
Properties=species:S:1:pos:R:3
C 1.829 1.297 -1.061
C 1.037 0.194 -0.378
C 1.716 -0.262 0.905
C -0.458 0.826 -0.051
O -0.626 1.531 0.930
O -1.203 0.985 -1.178
H 1.941 2.163 -0.400
H 1.342 1.637 -1.978
H 2.822 0.935 -1.346
H 0.918 -0.653 -1.062
H 2.717 -0.652 0.697
H 1.795 0.566 1.617
H 1.155 -1.066 1.389
H -1.033 0.291 -1.842
N -2.864 -1.277 1.111
C -1.832 -1.486 0.267
O -1.899 -1.975 -0.846
H -3.789 -1.580 0.836
H -2.782 -0.591 1.851
H -0.787 -0.882 0.539
```

**SMILES string**: CC(C)C(=O)O.NC=O
**Gap between HOMO and LUMO**: 10.7 eV
**LUMO energy**: 0.72 eV

Most stable pick: #A. Distance to second place: 0.0209 hartree.

#A
A single C22H23N3O5S molecule. Source: the OMol25 dataset; level of theory: ωB97M-V/def2-TZVPD.

Geometry as XYZ:
```
54
Properties=species:S:1:pos:R:3
C -1.668 0.187 -3.824
C -2.113 1.476 -3.244
O -2.819 2.326 -4.008
C -3.102 3.410 -3.261
C -2.585 3.287 -2.013
C -1.927 2.018 -1.989
C -1.206 1.373 -0.923
N -0.920 0.094 -0.898
N -0.221 -0.171 0.212
C -0.081 0.954 0.860
S 0.816 1.116 2.335
C 1.554 -0.542 2.265
C 2.206 -0.736 0.900
O 2.759 0.180 0.337
C 2.134 -2.094 0.330
C 2.239 -2.219 -1.057
C 2.182 -3.457 -1.655
C 2.032 -4.604 -0.882
C 1.904 -4.485 0.508
C 1.960 -3.236 1.104
O 1.715 -5.580 1.313
C 1.309 -6.728 0.602
C 2.181 -6.913 -0.639
O 2.024 -5.815 -1.512
N -0.681 1.981 0.196
C -0.710 3.354 0.603
C -2.012 3.702 1.366
C -1.858 3.586 2.884
C -1.377 4.987 3.255
C -2.142 5.852 2.253
O -2.370 5.048 1.104
H -1.122 0.358 -4.750
H -1.042 -0.326 -3.100
H -2.530 -0.439 -4.051
H -3.671 4.191 -3.723
H -2.685 3.999 -1.222
H 2.304 -0.574 3.056
H 0.764 -1.266 2.447
H 2.359 -1.325 -1.648
H 2.262 -3.570 -2.725
H 1.888 -3.196 2.179
H 1.411 -7.571 1.287
H 0.259 -6.626 0.294
H 1.892 -7.801 -1.201
H 3.233 -6.996 -0.332
H -0.645 3.987 -0.286
H 0.164 3.538 1.234
H -2.816 3.060 0.984
H -2.828 3.387 3.341
H -1.161 2.802 3.169
H -0.302 5.075 3.094
H -1.600 5.255 4.284
H -3.114 6.159 2.660
H -1.591 6.746 1.948
```

**SMILES string**: Cc1occc1-c1nnc(SCC(=O)c2ccc3c(c2)OCCO3)n1C[C@H]1CCCO1
**Gap between HOMO and LUMO**: 8.4 eV
**LUMO energy**: 0.60 eV

#B
A single C22H23N3O5S molecule. Source: the OMol25 dataset; level of theory: ωB97M-V/def2-TZVPD.

Geometry as XYZ:
```
54
Properties=species:S:1:pos:R:3
C -2.915 1.962 -2.441
C -2.076 1.202 -3.397
O -2.524 1.014 -4.651
C -1.591 0.308 -5.317
C -0.536 0.021 -4.514
C -0.844 0.602 -3.245
C -0.084 0.605 -2.022
N -0.314 1.416 -1.016
N 0.548 1.141 -0.031
C 1.301 0.157 -0.441
S 2.554 -0.594 0.501
C 1.904 -0.092 2.118
C 0.505 -0.659 2.305
O 0.083 -1.543 1.598
C -0.295 -0.050 3.385
C 0.247 0.755 4.388
C -0.571 1.304 5.351
C -1.943 1.069 5.338
C -2.489 0.225 4.361
C -1.662 -0.319 3.394
O -3.822 -0.087 4.339
C -4.492 0.233 5.537
C -4.097 1.632 6.004
O -2.713 1.678 6.284
N 0.955 -0.237 -1.699
C 1.551 -1.299 -2.451
C 2.636 -0.779 -3.426
C 4.040 -0.805 -2.817
C 4.509 -2.211 -3.180
C 3.857 -2.414 -4.548
O 2.685 -1.611 -4.572
H -2.469 1.894 -1.454
H -2.962 3.011 -2.733
H -3.930 1.568 -2.433
H -1.791 0.074 -6.343
H 0.344 -0.512 -4.807
H 2.588 -0.495 2.866
H 1.894 0.996 2.151
H 1.306 0.952 4.428
H -0.174 1.937 6.128
H -2.086 -0.956 2.634
H -5.560 0.173 5.321
H -4.233 -0.496 6.318
H -4.609 1.905 6.928
H -4.340 2.359 5.218
H 0.773 -1.804 -3.029
H 1.983 -2.012 -1.743
H 2.349 0.228 -3.754
H 4.669 -0.058 -3.305
H 4.029 -0.618 -1.746
H 4.127 -2.937 -2.462
H 5.592 -2.300 -3.225
H 4.521 -2.080 -5.356
H 3.572 -3.453 -4.737
```

**SMILES string**: Cc1occc1-c1nnc(SCC(=O)c2ccc3c(c2)OCCO3)n1C[C@H]1CCCO1
**Gap between HOMO and LUMO**: 8.2 eV
**LUMO energy**: 0.47 eV

Most stable pick: #B. Distance to second place: 0.0032 hartree.